[1]
{
  "formula": "C16H23BF2N9O3Pb",
  "method": "the ωB97M-V functional and the def2-TZVPD basis",
  "e_lumo_ev": -2.94,
  "multiplicity": 1,
  "e_tot_ha": -1759.4383,
  "total_charge": 1,
  "homo_lumo_gap_ev": 9.30,
  "symbols": ["Pb", "C", "C", "N", "C", "C", "C", "C", "C", "C", "C", "N", "C", "C", "N", "N", "H", "H", "H", "H", "H", "H", "H", "H", "H", "H", "H", "H", "H", "H", "H", "H", "H", "H", "N", "N", "C", "O", "O", "H", "H", "H", "F", "B", "F", "N", "C", "O", "C", "C", "N", "C", "N", "H", "H"],
  "coordinates": [[0.06322, 0.47556, -0.02188], [-2.36515, 1.92144, 1.89786], [-2.98053, 0.56506, 1.56770], [-2.45304, -0.01897, 0.31898], [-2.62131, -1.47873, 0.32310], [-1.61026, -2.11877, 1.23532], [-1.89222, -3.30855, 1.88642], [-0.95888, -3.82776, 2.76657], [0.21554, -3.12803, 2.98943], [0.44100, -1.95423, 2.29157], [1.71933, -1.17930, 2.49134], [1.60313, 0.24152, 2.14802], [1.10147, 1.10068, 3.24006], [-0.42198, 1.20343, 3.26748], [-0.90070, 1.83703, 2.03303], [-0.44718, -1.48016, 1.41135], [-2.83074, 2.29687, 2.81604], [-2.58726, 2.62274, 1.09125], [-4.06792, 0.66859, 1.51708], [-2.74972, -0.12792, 2.37796], [-2.92438, 0.36879, -0.49584], [-2.46926, -1.86219, -0.67995], [-3.63121, -1.76713, 0.63013], [-2.83294, -3.80908, 1.70294], [-1.15907, -4.74885, 3.29675], [0.94928, -3.48994, 3.69706], [2.46155, -1.63594, 1.83310], [2.05825, -1.31608, 3.52369], [2.52705, 0.57350, 1.90246], [1.51080, 2.10248, 3.09036], [1.45086, 0.74446, 4.21491], [-0.72226, 1.76433, 4.16005], [-0.84621, 0.20307, 3.34312], [-0.52915, 2.78239, 2.00816], [2.45940, -0.50158, -0.83002], [2.24305, -1.90474, -0.76683], [1.07114, -2.46837, -1.28579], [0.92555, -3.65719, -1.28516], [0.15123, -1.55464, -1.67111], [2.66454, -0.22132, -1.78759], [3.27504, -0.28894, -0.26906], [3.04446, -2.49105, -0.95705], [-0.51938, -1.23462, -5.47134], [-0.65079, -1.73075, -2.99146], [-0.68330, -3.02376, -3.39113], [-0.93345, 1.27123, -5.11717], [-0.30334, 0.69952, -4.09379], [0.00019, 1.29364, -3.06367], [0.02870, -0.78312, -4.28460], [1.47103, -0.89060, -4.32587], [2.61730, -0.93513, -4.27281], [-2.07479, -1.05211, -2.78331], [-3.03384, -0.42309, -2.69003], [-1.16612, 0.73726, -5.93704], [-1.23105, 2.23011, -5.05216]]
}

[2]
{
  "formula": "C16H23BF2N9O3Pb",
  "method": "the ωB97M-V functional and the def2-TZVPD basis",
  "e_lumo_ev": -2.98,
  "multiplicity": 1,
  "e_tot_ha": -1759.4497,
  "total_charge": 1,
  "homo_lumo_gap_ev": 8.68,
  "symbols": ["Pb", "C", "C", "N", "C", "C", "C", "C", "C", "C", "C", "N", "C", "C", "N", "N", "H", "H", "H", "H", "H", "H", "H", "H", "H", "H", "H", "H", "H", "H", "H", "H", "H", "H", "N", "N", "C", "O", "O", "H", "H", "H", "F", "B", "F", "N", "C", "O", "C", "C", "N", "C", "N", "H", "H"],
  "coordinates": [[0.45808, 0.10562, 0.40592], [-2.49378, -0.22175, -1.40128], [-2.72782, -0.72953, 0.01882], [-1.52209, -1.37633, 0.56403], [-1.22460, -2.71981, 0.06818], [-0.35560, -2.71551, -1.17637], [-0.43647, -3.73852, -2.10575], [0.35424, -3.67161, -3.23991], [1.17021, -2.56887, -3.43314], [1.20814, -1.58121, -2.46305], [2.07664, -0.35154, -2.67501], [1.58786, 0.84567, -1.99398], [0.56444, 1.62614, -2.71531], [-0.80468, 0.95512, -2.75861], [-1.38040, 0.73479, -1.42492], [0.48516, -1.68709, -1.33767], [-2.22200, -1.06106, -2.04589], [-3.41980, 0.20298, -1.79756], [-2.95955, 0.11217, 0.67338], [-3.58118, -1.41392, 0.02230], [-1.54261, -1.38857, 1.58032], [-0.69112, -3.25404, 0.85870], [-2.13883, -3.28085, -0.14421], [-1.12265, -4.56111, -1.95064], [0.30872, -4.45490, -3.98575], [1.76294, -2.46950, -4.33311], [3.07468, -0.57393, -2.28923], [2.18597, -0.19598, -3.75400], [2.37183, 1.45675, -1.80246], [0.48052, 2.59118, -2.20897], [0.87244, 1.82164, -3.74866], [-1.46012, 1.56177, -3.39141], [-0.71306, -0.01985, -3.24157], [-1.68896, 1.61934, -1.02806], [2.51816, -1.37199, 1.42584], [2.23781, -1.61855, 2.78350], [1.10344, -1.05639, 3.41850], [1.13248, -0.97174, 4.63453], [0.12501, -0.72003, 2.64523], [2.66801, -2.25483, 0.94919], [3.36349, -0.81726, 1.33486], [3.02920, -1.73554, 3.39701], [0.96384, 3.72080, 0.50995], [-0.12595, 3.91956, 1.22914], [-1.22680, 4.28670, 0.61632], [-0.57661, 1.58907, 4.07724], [-0.71387, 2.21370, 2.92231], [-1.25193, 1.77141, 1.91083], [-0.09446, 3.64866, 2.80573], [1.28047, 3.65450, 3.32741], [2.36464, 3.65604, 3.70382], [-0.93967, 4.60360, 3.53982], [-1.60317, 5.33619, 4.12262], [-0.01641, 1.96711, 4.82525], [-0.71424, 0.58132, 4.07578]]
}

[3]
{
  "formula": "C16H23BN6O4S2TeV",
  "method": "the ωB97M-V functional and the def2-TZVPD basis",
  "e_lumo_ev": [0.24, 0.23],
  "multiplicity": 4,
  "e_tot_ha": -3286.4624,
  "total_charge": 0,
  "homo_lumo_gap_ev": [7.21, 8.57],
  "symbols": ["V", "C", "N", "C", "C", "N", "B", "N", "C", "C", "N", "C", "C", "S", "C", "S", "H", "H", "H", "H", "H", "H", "H", "H", "H", "H", "H", "H", "C", "C", "N", "C", "C", "N", "C", "O", "O", "C", "O", "O", "H", "H", "H", "H", "H", "C", "Te", "C", "H", "H", "H", "H", "H", "H"],
  "coordinates": [[-0.46832, 0.59059, -0.79587], [2.64663, 2.28037, -3.00007], [2.93884, 1.62906, -1.74505], [3.90531, 1.99433, -0.82739], [3.97270, 0.99506, 0.07578], [3.06638, 0.01925, -0.27176], [3.01504, -1.38551, 0.38364], [1.74942, -1.60807, 1.30689], [1.53525, -2.83432, 1.89318], [0.41287, -2.76917, 2.64357], [-0.06896, -1.48787, 2.51257], [-1.25396, -0.94765, 3.14402], [0.76534, -0.78657, 1.69749], [0.49740, 0.87386, 1.33862], [2.42482, 0.42641, -1.37961], [1.20188, -0.38046, -2.26170], [3.21536, 3.20496, -3.06221], [1.58271, 2.49653, -3.08210], [2.92015, 1.62934, -3.82964], [4.45002, 2.91852, -0.90573], [4.59698, 0.89422, 0.94521], [2.96853, -2.22228, -0.47983], [3.98640, -1.48696, 1.08517], [2.20475, -3.65951, 1.72238], [-0.07710, -3.51223, 3.24798], [-1.86199, -1.76830, 3.51798], [-1.81932, -0.36458, 2.42108], [-0.98461, -0.28960, 3.96970], [-0.17162, -3.36044, -1.00582], [-1.38062, -2.54999, -0.71171], [-1.46940, -1.23493, -0.56780], [-2.80177, -0.95731, -0.33008], [-3.52119, -2.11800, -0.32532], [-2.60271, -3.10282, -0.55976], [-4.95349, -2.44756, -0.14022], [-5.76573, -1.44063, 0.05963], [-5.30182, -3.60581, -0.17825], [-3.22879, 0.45498, -0.24175], [-4.41576, 0.74684, -0.06746], [-2.26567, 1.27766, -0.38205], [0.70242, -2.72098, -1.07492], [-0.29640, -3.87970, -1.95826], [-0.01528, -4.10590, -0.22633], [-2.85188, -4.07909, -0.61541], [-5.29127, -0.54993, 0.00814], [0.91247, 4.77613, -1.15908], [-0.66086, 3.29915, -1.19119], [-1.32725, 3.93985, 0.73332], [1.43997, 4.72786, -0.20876], [0.46311, 5.75863, -1.28134], [1.61375, 4.60619, -1.97223], [-1.70455, 4.95647, 0.65556], [-0.50367, 3.88943, 1.44165], [-2.12450, 3.27053, 1.03513]]
}

[4]
{
  "formula": "C16H23Cl3CoN3O7PS2Si",
  "method": "the ωB97M-V functional and the def2-TZVPD basis",
  "e_lumo_ev": [4.29, 4.29],
  "multiplicity": 2,
  "e_tot_ha": -5505.3508,
  "total_charge": -2,
  "homo_lumo_gap_ev": [6.01, 6.48],
  "symbols": ["Co", "C", "S", "C", "S", "N", "N", "C", "C", "C", "C", "C", "C", "N", "H", "H", "H", "H", "H", "H", "H", "H", "O", "C", "O", "C", "O", "O", "Cl", "Si", "Cl", "Cl", "C", "C", "O", "P", "O", "C", "C", "O", "C", "C", "H", "H", "H", "H", "H", "H", "H", "H", "H", "H", "H", "H", "H", "H", "H"],
  "coordinates": [[-0.32248, 1.68545, 1.06158], [-0.63600, 1.94960, 6.17932], [-1.87556, 0.91410, 5.38097], [-1.63683, 1.35634, 3.65893], [-1.02490, 2.86399, 3.21637], [-2.06258, 0.37600, 2.90538], [-1.89282, 0.56836, 1.54906], [-2.72431, -0.12562, 0.86560], [-2.82245, -0.20909, -0.58931], [-3.85551, -0.99250, -1.11691], [-3.98802, -1.10000, -2.48719], [-3.09482, -0.41777, -3.29990], [-2.10762, 0.34028, -2.68860], [-1.96211, 0.43641, -1.37404], [-0.64386, 1.67041, 7.23459], [-0.87470, 3.00436, 6.06956], [0.34400, 1.75059, 5.74940], [-3.44557, -0.71537, 1.42655], [-4.53720, -1.50098, -0.44677], [-4.78016, -1.70194, -2.91667], [-3.16071, -0.46105, -4.37914], [-1.39693, 0.90668, -3.28090], [2.72037, 0.83489, 3.34534], [1.93141, 1.17613, 2.47539], [0.82409, 0.57433, 2.19477], [2.25154, 2.38059, 1.52425], [3.33768, 2.93321, 1.56545], [1.29340, 2.66447, 0.70166], [-1.27943, 5.23953, 0.38049], [-1.42222, 3.21895, -0.24693], [-3.56262, 3.13544, -0.55278], [-0.79706, 3.47773, -2.30081], [2.58041, 0.49448, -3.98698], [1.69080, 0.78301, -2.79895], [1.31973, -0.47015, -2.19997], [1.07939, -0.38179, -0.56498], [2.62728, -0.51393, -0.10605], [3.07067, -1.28376, 1.02214], [3.68275, -2.58747, 0.55200], [0.66426, -1.96217, -0.34137], [-0.46586, -2.53786, -0.97920], [-0.05216, -3.84500, -1.62357], [2.83521, 1.42410, -4.50112], [2.07091, -0.16564, -4.69308], [3.50155, 0.00688, -3.66418], [0.79467, 1.32818, -3.09637], [2.21234, 1.41558, -2.07452], [2.24060, -1.45152, 1.70814], [3.79520, -0.66501, 1.54826], [2.93896, -3.18641, 0.02647], [4.05358, -3.15540, 1.41001], [4.51894, -2.39753, -0.12500], [-0.87030, -1.86466, -1.73602], [-1.24269, -2.70607, -0.22726], [0.69041, -3.65805, -2.40064], [-0.91805, -4.33948, -2.07264], [0.38537, -4.51386, -0.87981]]
}

[5]
{
  "formula": "C16H23ClMoN2O7P2",
  "method": "the ωB97M-V functional and the def2-TZVPD basis",
  "e_lumo_ev": [-8.46, -7.60],
  "multiplicity": 3,
  "e_tot_ha": -2470.3766,
  "total_charge": 2,
  "homo_lumo_gap_ev": [5.84, 6.83],
  "symbols": ["Mo", "C", "C", "O", "P", "O", "O", "O", "P", "O", "O", "O", "H", "H", "H", "H", "H", "H", "H", "C", "N", "C", "C", "C", "C", "C", "C", "C", "C", "H", "H", "H", "H", "H", "H", "H", "H", "H", "H", "H", "H", "Cl", "C", "C", "C", "C", "N", "C", "H", "H", "H", "H"],
  "coordinates": [[-0.21648, -0.07866, 0.08966], [2.83635, 3.30890, 1.97319], [2.46710, 2.56578, 0.69299], [3.23126, 2.97515, -0.43319], [2.81622, 0.78039, 0.82084], [2.47765, 0.26074, 2.26641], [4.35589, 0.56303, 0.71374], [1.96432, 0.01919, -0.15258], [0.66905, 2.78429, 0.33967], [0.44592, 2.17918, -1.13821], [0.13393, 4.09982, 0.63168], [0.04634, 1.51855, 1.10892], [3.88757, 3.14790, 2.21756], [2.21066, 2.99598, 2.80927], [2.66588, 4.37631, 1.82567], [3.46656, 3.90919, -0.34601], [3.15176, 0.37535, 2.95142], [4.81187, 0.93927, -0.05505], [0.31754, 2.80243, -1.86765], [-3.60894, -3.21827, 1.58370], [-2.24723, -2.61868, 1.41387], [-1.39236, -2.97147, 2.58356], [-2.49692, -2.33229, -1.06613], [-3.06349, -0.96636, -0.77105], [-4.39418, -0.71701, -1.07502], [-4.95767, 0.52734, -0.82556], [-4.18912, 1.53382, -0.25774], [-2.85770, 1.30382, 0.03962], [-2.25974, 0.04573, -0.20641], [-3.51194, -4.28935, 1.72949], [-4.21883, -3.00505, 0.71314], [-4.05880, -2.76349, 2.46301], [-1.14760, -4.02902, 2.53535], [-1.95711, -2.76740, 3.48934], [-0.48623, -2.37446, 2.57231], [-3.30943, -3.02769, -1.25453], [-1.89263, -2.32670, -1.97676], [-4.99867, -1.49744, -1.52304], [-5.99562, 0.70711, -1.07136], [-4.62428, 2.50172, -0.04859], [-2.28661, 2.10728, 0.48647], [-2.68553, -5.36316, -0.55883], [-1.34042, -4.37342, -0.11502], [-0.14196, -4.92744, 0.07857], [0.99533, -4.09178, 0.33929], [0.87678, -2.75806, 0.25601], [-0.32479, -2.08816, 0.04211], [-1.57638, -2.88298, 0.03147], [-0.01366, -5.99633, -0.02653], [1.96783, -4.53540, 0.49273], [1.74076, -2.11550, 0.31867], [-2.37744, -1.59887, 1.40642]]
}